1.
96
Properties=species:S:1:pos:R:3 method="wB97M-V/def2-TZVPD" total_charge=+1 homo_lumo_gap_ha="0.15901 / 0.17351" e_homo_ev="-10.34 / -10.65" multiplicity=2 s2=0.774
O 3.72385 0.03889 -4.13672
V 4.13599 0.37315 -2.59468
O 4.77416 1.88115 -2.51993
O -0.79668 -6.02924 1.90484
V 0.04257 -4.69690 2.06128
O 0.47272 -4.39983 3.55303
O -0.21844 -4.88955 -4.49543
V 0.72773 -3.75874 -3.80617
O 1.63171 -3.09903 -4.93024
O 5.44277 0.93302 0.50351
V 4.39319 0.49844 1.54541
O 4.88037 0.76898 3.06016
C 0.82005 -0.96650 -1.72634
C 1.65750 -0.16733 -0.83360
C 1.43282 -0.37421 0.68159
O 2.21184 0.31935 1.39324
C 0.46000 -1.39084 1.16688
C -0.15573 -2.17677 0.23139
C -0.02091 -1.92671 -1.29097
O -0.49747 -2.61338 -2.30130
O -0.92029 -3.07998 0.78056
O 2.56930 0.62244 -1.18228
H 0.84562 -0.66393 -2.76277
H 0.24469 -1.46232 2.22279
F 0.30270 0.51433 -8.35318
C -0.20453 -0.30036 -7.47157
C -0.64798 -1.64085 -7.67971
C -1.28031 -2.41708 -6.67953
C -1.55508 -1.82763 -5.45776
C -1.16652 -0.47107 -5.24596
C -0.56803 0.29262 -6.22130
H -0.58171 -2.03529 -8.68291
H -1.58462 -3.45131 -6.74403
H -2.00913 -2.42771 -4.68307
H -1.46084 -0.07314 -4.28606
H -0.28385 1.32735 -6.09904
F -2.41764 3.41676 3.69620
C -2.66988 2.21988 3.12318
C -2.89636 1.11432 3.95683
C -2.96711 -0.14241 3.37702
C -2.93518 -0.29120 1.94826
C -2.71173 0.83340 1.13468
C -2.61503 2.13809 1.73899
H -3.06835 1.25806 5.01331
H -3.18249 -1.03322 3.94840
H -3.17641 -1.24252 1.49748
H -2.80813 0.69374 0.06809
H -2.48001 3.06627 1.20358
F -2.57198 5.00020 -2.58321
C -1.61272 4.45748 -1.81498
C -0.89312 5.35585 -1.13598
C 0.13926 4.88926 -0.33147
C 0.39867 3.52477 -0.22874
C -0.40332 2.64047 -0.92557
C -1.43008 3.08138 -1.69973
H -0.95758 6.42180 -1.29722
H 0.86049 5.58833 0.06544
H 1.24888 3.20232 0.35399
H -0.25001 1.57154 -0.90909
H -2.07549 2.40411 -2.23931
F -5.76791 -6.65185 -1.49769
C -5.63649 -5.45198 -0.84358
C -6.68089 -4.52324 -1.03848
C -6.55510 -3.26153 -0.63501
C -5.54470 -2.92624 0.19333
C -4.47150 -3.77302 0.51242
C -4.52651 -5.11744 0.03727
H -7.50572 -4.85950 -1.64921
H -7.36907 -2.58515 -0.85029
H -5.59104 -1.92084 0.58503
H -3.77673 -3.24950 1.15243
H -3.78438 -5.87822 0.22923
F -0.58029 -2.52889 6.32463
C 0.73743 -2.22348 6.07625
C 1.05666 -1.38567 5.01282
C 2.35278 -0.98723 4.82049
C 3.39768 -1.62623 5.55940
C 3.07843 -2.48524 6.64694
C 1.76931 -2.77606 6.84165
H 0.32828 -0.88912 4.38889
H 2.55333 -0.39034 3.94305
H 4.46295 -1.50381 5.43055
H 3.90055 -2.96325 7.15883
H 1.43382 -3.33565 7.70230
F 3.73800 2.71939 1.20198
C 4.23666 3.88377 0.82786
C 3.93533 4.60040 -0.38214
C 4.53995 5.84904 -0.63383
C 5.30443 6.44189 0.34826
C 5.64644 5.74322 1.48127
C 5.08006 4.49313 1.74852
H 3.35178 4.13424 -1.16224
H 4.32522 6.45861 -1.49911
H 5.79810 7.38579 0.17005
H 6.31624 6.18102 2.20661
H 5.10478 4.00427 2.71123

---

2.
24
Properties=species:S:1:pos:R:3 method="wB97M-V/def2-TZVPD" total_charge=0 homo_lumo_gap_ha=0.31446 e_homo_ev=-8.23 relative_energy_ev=4.392
C -1.31502 3.90175 -2.04906
C 0.21128 1.78587 -1.03804
C 0.39925 1.19683 0.21867
C -0.04838 -0.02877 0.46025
C -0.45589 -0.97598 -0.46209
C -0.70652 -2.34784 0.05366
C -0.18375 -2.90843 1.11243
C 1.10713 -2.97417 3.14246
C -0.63435 -0.49976 -1.78155
C -0.33897 0.88964 -2.03875
H -1.34817 5.10243 -2.02225
H -1.38575 3.27152 -2.94115
H -2.25054 3.62967 -1.29129
H 0.47067 1.81940 1.19168
H -0.03946 -0.29023 1.61277
H -1.36360 -2.87532 -0.51616
H -0.38546 -4.04436 1.23881
H 1.26436 -1.47091 1.62195
H 1.69173 -2.46441 4.14577
H -1.01971 -0.86503 -2.90531
H -0.55293 1.49875 -3.03182
N 0.80416 -2.37261 1.92393
O 0.58177 -4.08628 3.26222
S 0.40168 3.60952 -1.39851

---

3.
103
Properties=species:S:1:pos:R:3 method="wB97M-V/def2-TZVPD" total_charge=+1 homo_lumo_gap_ha="0.24675 / 0.22266" e_homo_ev="-10.63 / -10.20" multiplicity=4 relative_energy_ev=0.461 s2=3.886
Cr -0.20473 0.27407 0.95447
C 3.55267 2.25807 0.89777
C 2.45817 3.29457 0.63937
C 2.06817 3.31337 -0.83293
C 1.29417 3.17187 1.58517
C 1.13227 4.11457 2.60687
C -0.00693 3.74357 3.27777
N -0.49033 2.64447 2.68847
N 0.28907 2.27677 1.65137
B -1.80033 1.96307 3.08217
N -2.64263 1.74927 1.83017
C -3.89633 2.18947 1.68247
C -4.40763 1.65627 0.52577
C -3.37973 0.86347 0.00707
N -2.30313 0.93237 0.80667
C -3.52473 0.01857 -1.21193
C -4.48673 -1.13773 -0.91143
C -4.05143 0.85787 -2.37843
N -1.52123 0.58427 3.65907
C -1.95033 0.08137 4.82287
C -1.58283 -1.24513 4.87577
C -0.92173 -1.48453 3.66477
N -0.90013 -0.36483 2.94457
C -0.32533 -2.78303 3.23067
C 0.74567 -3.21123 4.23587
C -1.42053 -3.84533 3.10967
H 4.40527 2.46727 0.25527
H 3.19517 1.25637 0.67987
H 3.88497 2.28687 1.93277
H 2.88877 4.27527 0.87137
H 1.70807 2.34017 -1.14813
H 2.93277 3.56687 -1.44003
H 1.28687 4.04637 -1.01963
H 1.76797 4.94997 2.81307
H -0.50413 4.19277 4.11267
H -2.37513 2.62667 3.87347
H -4.34013 2.83827 2.40817
H -5.38083 1.81327 0.11127
H -2.55583 -0.40343 -1.47203
H -4.55303 -1.79583 -1.77343
H -5.48213 -0.75933 -0.68933
H -4.14363 -1.72033 -0.05823
H -5.07203 1.17837 -2.18453
H -4.04833 0.27457 -3.29603
H -3.43453 1.74047 -2.52523
H -2.48153 0.68657 5.53037
H -1.76543 -1.94393 5.66647
H 0.14087 -2.65013 2.25267
H 0.29647 -3.39793 5.20617
H 1.49367 -2.42903 4.34787
H 1.23547 -4.12323 3.90577
H -1.93863 -3.95983 4.05747
H -0.98463 -4.80283 2.83897
H -2.13963 -3.56193 2.34417
N 1.59567 -3.13603 -0.67983
C 0.92907 -3.47323 -1.86073
C 1.62467 -4.03373 -2.92163
C 0.95147 -4.35043 -4.08933
C -0.39923 -4.06683 -4.21483
C -1.09843 -3.48793 -3.16563
C -0.43513 -3.22623 -1.98053
S -1.26833 -2.57913 -0.54323
N -0.03853 -1.61483 0.12607
C 1.20377 -2.07023 0.08617
C 2.10867 -1.42473 0.98597
C 3.36267 -1.92543 1.37127
C 3.98297 -1.41403 2.48567
C 3.31587 -0.42303 3.21657
C 2.13417 0.08257 2.73437
N 1.54127 -0.34783 1.60647
H 2.58737 -3.32433 -0.69323
H 2.68127 -4.22863 -2.82453
H 1.48967 -4.81703 -4.90013
H -0.91793 -4.31203 -5.12623
H -2.15073 -3.26903 -3.25923
H 3.82177 -2.73263 0.82477
H 4.94377 -1.78293 2.80617
H 3.72907 -0.04773 4.13787
H 1.63627 0.87977 3.26867
C 3.85117 -1.08213 -4.02993
C 4.05877 -0.55723 -2.76743
C 2.98817 -0.07753 -2.02973
C 1.68707 -0.11873 -2.52083
C 1.50207 -0.66923 -3.78873
C 2.56507 -1.13533 -4.54043
Si 0.10687 0.46837 -1.58103
C -0.62013 2.11287 -2.22443
C -0.66883 2.33597 -3.59503
C -1.29583 3.45657 -4.11163
C -1.89083 4.37437 -3.26063
C -1.83283 4.17527 -1.89183
C -1.19743 3.05687 -1.38293
H 4.68177 -1.44893 -4.61193
H 5.05777 -0.51603 -2.35933
H 3.18317 0.33567 -1.05273
H 0.50677 -0.74243 -4.20073
H 2.39107 -1.54363 -5.52353
H -0.79363 -0.49203 -2.32583
H -0.21243 1.62627 -4.26883
H -1.32743 3.61127 -5.17933
H -2.39623 5.23937 -3.66033
H -2.28703 4.88767 -1.21753
H -1.14823 2.92047 -0.31213

---

4.
10
Properties=species:S:1:pos:R:3 method="wB97M-V/def2-TZVPD" smiles="C1#[N+]NC=NC1" total_charge=+1 homo_lumo_gap_ha="0.28964 / 0.28961" e_homo_ev="-15.59 / -15.59" relative_energy_ev=2.361
C -1.09249 -0.20253 0.45329
C 1.20050 0.66964 -0.59003
C 1.06354 -0.92583 -0.20049
N -0.20690 -1.09413 0.27741
N -0.91336 1.15978 0.24127
N 0.31241 1.42930 -0.26078
H -1.99969 -0.39624 0.85850
H 1.22768 -1.44930 -1.05426
H 1.92141 -1.05855 0.39732
H -1.51309 1.86784 -0.12223

---

5.
43
Properties=species:S:1:pos:R:3 method="wB97M-V/def2-TZVPD" total_charge=+1 homo_lumo_gap_ha=0.27793 e_homo_ev=-12.16
C 3.39376 0.30714 3.48203
Si 1.85721 -0.53238 2.72716
C 1.78624 -2.41959 2.95199
C 0.33560 0.22214 3.64709
C 1.57540 -0.16832 0.87042
C 0.16714 -0.09588 0.42020
C -0.25764 0.15755 -0.99172
C 0.77259 0.39334 -2.00148
C 2.19377 0.32256 -1.57240
C 3.26712 0.55934 -2.59054
C 4.65457 0.48117 -2.16371
N 4.97955 0.16162 -0.84505
F 6.29641 0.07800 -0.55548
C 4.06272 -0.06973 0.16972
C 2.63592 0.02649 -0.17107
H 4.25534 -0.42756 3.56967
H 3.11972 0.56890 4.54950
H 3.75590 1.21721 2.92564
H 1.42807 -2.68771 3.98036
H 2.72802 -2.96417 2.64626
H 0.98801 -2.79456 2.23456
H 0.66916 0.56551 4.67064
H 0.10029 1.17934 3.08494
H -0.52728 -0.49106 3.67645
H -0.63783 -0.25170 1.18723
H -1.32986 0.17645 -1.31421
H 0.56433 0.59873 -3.08653
H 2.96887 0.81426 -3.63263
H 5.48868 0.67555 -2.87505
H 4.49869 -0.31365 1.16580
C -5.19541 0.63129 -3.67705
C -5.00075 -0.02325 -2.32645
C -5.95060 0.44229 -1.26065
O -5.21245 0.16063 -0.06856
C -3.89786 0.23338 -0.39761
O -3.00052 0.22243 0.39069
O -3.73695 0.32733 -1.74758
H -4.26634 0.62174 -4.24967
H -5.96616 0.11170 -4.24753
H -5.49780 1.67602 -3.57657
H -5.01996 -1.11238 -2.43622
H -6.89664 -0.09758 -1.27051
H -6.14902 1.51740 -1.29207

---

no.,calculated total energy (eV)
1,-187682.4813
2,-24917.1807
3,-105554.3395
4,-7633.9451
5,-35151.4584